Molecular formula: C13H15CuN2O6S3
Method: DFT, ωB97M-V with the def2-TZVPD basis set

```
40
Properties=species:S:1:pos:R:3:forces:R:3
Cu 0.02383 -0.57132 -0.65048 -0.12 0.07 -0.15
C -3.62071 -1.58938 -1.55384 0.00 -0.02 -0.12
C -2.59351 -2.68281 -1.82030 -0.07 -0.03 0.05
S -0.86112 -2.23054 -2.03469 0.06 -0.03 0.00
C -0.80264 -1.11741 -3.45875 -0.04 0.02 -0.11
C -1.36434 0.30472 -3.33420 -0.11 0.00 -0.07
S -0.73652 1.23568 -1.90241 0.10 0.02 -0.02
C -2.20643 1.99826 -1.17076 -0.03 0.00 0.12
C -3.45657 1.14343 -0.99450 -0.04 0.06 -0.08
S -3.20661 -0.46164 -0.19151 0.01 0.00 0.07
H -4.57120 -2.07503 -1.32859 0.01 0.00 0.05
H -3.78501 -0.99852 -2.45326 0.02 -0.01 0.04
H -2.91257 -3.26587 -2.68663 0.02 0.02 -0.02
H -2.56175 -3.37473 -0.97637 0.04 0.00 0.00
H -1.27365 -1.60734 -4.31350 -0.01 0.00 0.01
H 0.26743 -1.06718 -3.67073 0.00 -0.01 0.02
H -2.45166 0.30476 -3.30387 0.04 -0.02 0.05
H -1.07610 0.84575 -4.23613 0.00 0.02 0.02
H -2.46401 2.90001 -1.72808 0.01 -0.03 -0.06
H -1.84690 2.32242 -0.19253 0.03 0.01 -0.02
H -3.95502 0.97086 -1.94822 0.03 0.00 0.01
H -4.16469 1.71862 -0.39647 0.03 -0.03 0.05
O 4.12671 -0.44397 -0.79662 0.05 0.05 0.02
C 3.00937 -0.46953 -0.31119 -0.12 -0.02 0.07
O 1.93006 -0.83077 -0.89304 0.06 -0.08 0.08
C 2.86050 -0.03001 1.14987 0.07 0.03 -0.02
C 3.91846 0.64036 1.75826 -0.09 -0.06 -0.04
C 3.78393 1.06255 3.06575 0.05 0.03 0.11
C 2.64576 0.84420 3.82302 0.06 -0.04 -0.18
C 1.62536 0.16510 3.19095 -0.10 -0.01 0.11
C 1.71156 -0.27632 1.88233 0.04 0.05 0.04
N 0.37838 -0.09450 3.94178 0.03 0.03 -0.01
O -0.53624 -0.62881 3.34434 0.01 0.00 -0.01
O 0.33876 0.25044 5.10307 0.01 -0.01 -0.01
N 4.90626 1.79101 3.70169 -0.10 0.09 -0.04
O 5.89122 1.99960 3.02891 0.03 -0.04 0.01
O 4.75684 2.14691 4.85305 0.03 -0.03 0.02
H 4.82387 0.81738 1.19602 0.00 0.00 0.01
H 2.56760 1.18431 4.84249 -0.01 0.00 0.01
H 0.88136 -0.83070 1.46514 0.00 -0.03 0.00
```
Positions in Å, forces in eV/Å.

Properties
spin multiplicity = 1
charge = 0
HOMO energy = -8.80 eV
energy relative to the best compared isomer or geometry (same formula, charge and spin) = 97.7 kJ/mol



Molecular formula: C13H15F2NO4
Method: DFT, ωB97M-V with the def2-TZVPD basis set

```
35
Properties=species:S:1:pos:R:3:forces:R:3
C -5.87278 -2.46516 -0.22021 0.12 0.17 -0.13
C -4.84521 -1.45706 -0.71639 0.04 -0.03 0.20
C -4.17787 -0.72229 0.44349 0.01 -0.07 -0.34
C -3.07196 0.18546 -0.02052 -0.19 -0.07 -0.04
O -2.45427 0.09179 -1.04724 0.02 0.01 -0.02
O -2.84540 1.16534 0.87737 0.01 0.20 0.25
C -1.71721 1.97070 0.60134 0.06 -0.18 -0.12
C -0.43874 1.11708 0.69060 -0.35 0.47 -0.16
O -0.41804 0.07228 1.29124 0.05 -0.23 0.14
N 0.61526 1.69531 0.05598 -0.04 0.33 -0.17
C 1.93023 1.22610 -0.05234 0.37 -0.14 0.04
C 2.83724 1.99681 -0.77983 -0.09 -0.15 0.11
C 4.14803 1.59352 -0.91349 0.18 -0.28 0.11
C 4.57128 0.41067 -0.31988 0.01 0.06 -0.03
O 5.92482 0.10279 -0.51909 -0.68 0.59 -0.19
C 6.46031 -0.99446 0.01593 1.22 -0.80 0.18
F 5.87379 -2.14398 -0.40638 -0.24 -0.06 -0.25
F 6.37015 -1.03282 1.37071 -0.10 0.24 0.22
C 3.68033 -0.36461 0.40177 0.20 0.01 -0.06
C 2.36368 0.04364 0.53442 -0.14 0.04 0.01
H -5.40002 -3.21412 0.41092 0.00 -0.11 0.09
H -6.64799 -1.96839 0.35940 -0.12 -0.01 0.08
H -6.34361 -2.97148 -1.05898 -0.09 -0.09 -0.02
H -4.07495 -1.96374 -1.29922 -0.02 0.07 -0.05
H -5.32895 -0.73014 -1.37183 0.06 0.00 -0.07
H -4.89696 -0.13632 1.01755 0.03 -0.04 0.05
H -3.71886 -1.44329 1.12599 0.00 0.04 0.08
H -1.81169 2.42063 -0.39386 0.08 -0.01 0.17
H -1.70258 2.74406 1.37251 0.02 -0.07 -0.10
H 0.44106 2.55903 -0.43912 -0.12 -0.18 0.10
H 2.51222 2.91701 -1.24374 -0.03 0.11 -0.06
H 4.85839 2.17981 -1.47289 0.08 0.09 -0.08
H 7.52690 -1.03544 -0.25667 -0.42 0.10 0.05
H 3.98286 -1.28743 0.86914 0.05 -0.01 0.00
H 1.67053 -0.56133 1.09332 -0.01 -0.01 0.01
```
Positions in Å, forces in eV/Å.

Properties
SMILES = CCCC(=O)OCC(=O)Nc1ccc(OC(F)F)cc1
spin multiplicity = 1
charge = 0
HOMO energy = -8.54 eV
energy relative to the best compared isomer or geometry (same formula, charge and spin) = 0.0 kJ/mol



Molecular formula: C13H15F3N4O3
Method: DFT, ωB97M-V with the def2-TZVPD basis set

```
38
Properties=species:S:1:pos:R:3:forces:R:3
C 4.16970 3.03659 -1.55783 -0.39 -0.13 -0.06
C 2.73625 3.13934 -2.05942 0.29 0.46 0.16
O 2.06717 1.88000 -1.98936 -0.04 -0.21 -0.24
C 1.52870 1.54958 -0.80545 -0.04 -0.03 0.19
O 1.56547 2.25514 0.16910 0.08 0.09 -0.07
C 0.91182 0.20116 -0.86112 -0.18 0.10 0.25
C 1.45190 -0.77406 -1.71654 -0.14 0.13 0.10
N 1.01756 -2.00611 -1.81911 0.06 -0.54 -0.21
C -0.00245 -2.30374 -1.01762 -0.05 0.84 0.36
C -0.65769 -1.42886 -0.09882 0.26 -0.25 -0.36
C -1.63923 -2.26968 0.49985 0.02 -0.07 -0.05
N -1.57894 -3.47637 -0.00043 -0.52 -0.37 0.34
N -0.60600 -3.50323 -0.91689 0.24 0.45 -0.03
C -0.28870 -4.69174 -1.65258 -0.02 -0.38 -0.13
C -0.18418 -0.10752 -0.04157 0.26 0.13 -0.24
O -0.70074 0.90486 0.68451 0.22 -0.20 -0.12
C -1.86825 0.70648 1.43929 -0.36 -0.13 0.34
C -1.59550 0.06494 2.81399 0.14 0.21 -0.25
N -2.75397 -0.71056 3.21882 -0.24 -0.05 0.23
C -2.48219 2.10148 1.60320 -0.11 0.10 -0.23
F -2.76394 2.66399 0.42564 0.09 -0.06 -0.25
F -3.64407 2.03530 2.28133 -0.15 -0.36 0.18
F -1.70277 2.94484 2.27550 0.35 0.02 0.08
H 4.17454 2.76925 -0.50402 0.04 0.01 0.07
H 4.71238 2.27889 -2.11828 0.09 -0.03 -0.05
H 4.66770 3.99411 -1.68018 0.09 0.10 -0.01
H 2.17927 3.86986 -1.46359 0.06 -0.10 -0.18
H 2.70595 3.41685 -3.11511 -0.04 -0.03 0.14
H 2.28871 -0.51306 -2.34717 0.07 0.13 -0.02
H -2.34709 -2.05883 1.27740 -0.17 0.08 0.17
H -0.02965 -5.49799 -0.96546 0.03 0.05 -0.04
H 0.55527 -4.46401 -2.29984 -0.04 -0.03 0.02
H -1.14617 -5.00244 -2.25100 0.06 0.03 0.00
H -2.60265 0.10043 0.88987 0.12 0.14 0.09
H -1.29683 0.85221 3.52305 0.02 -0.17 -0.13
H -0.74971 -0.61857 2.70005 -0.04 0.11 -0.04
H -3.54349 -0.10494 3.41767 0.07 -0.07 0.05
H -2.54817 -1.23360 4.06213 -0.08 0.03 -0.05
```
Positions in Å, forces in eV/Å.

Properties
SMILES = CCOC(=O)c1cnc2c(cnn2C)c1O[C@@H](CN)C(F)(F)F
spin multiplicity = 1
charge = 0
HOMO energy = -8.77 eV



Molecular formula: C13H15FMnNO8P2S
Method: DFT, ωB97M-V with the def2-TZVPD basis set

```
42
Properties=species:S:1:pos:R:3:forces:R:3
Mn 0.22333 0.10557 -0.02764 -2.19 0.19 -0.42
C 3.45399 2.16910 2.73317 -0.03 0.04 -0.04
C 2.72922 0.85572 2.47436 -0.22 -0.02 -0.32
O 3.13778 -0.19151 3.35269 0.04 -0.02 0.07
P 0.93449 1.00114 2.78752 -0.27 0.26 0.67
O 0.78040 0.90957 4.36239 0.22 -0.23 -0.01
O 0.48975 2.47931 2.49772 0.02 0.01 0.01
O 0.10948 -0.00789 2.06325 0.30 -0.05 -0.20
P 2.90315 0.40199 0.68635 0.66 -0.24 0.13
O 2.24350 -1.10532 0.60524 0.12 0.25 0.00
O 4.30195 0.37021 0.24571 0.09 0.06 0.19
O 1.83344 1.25680 0.01769 -0.30 -0.24 -0.04
H 3.24197 2.54154 3.73572 0.00 -0.01 0.00
H 3.13599 2.90992 1.99910 0.04 0.06 0.07
H 4.52796 2.01781 2.62113 0.00 -0.03 -0.02
H 4.06705 -0.38470 3.18201 0.05 0.01 -0.01
H 1.27017 0.15545 4.73242 -0.06 0.17 -0.08
H -0.31006 2.52101 1.93337 0.05 -0.10 0.03
H 2.92978 -1.77541 0.48748 -0.11 0.03 -0.06
O -1.39299 -1.11298 -0.07906 0.77 -0.14 0.08
N -2.65585 -0.73804 -0.03922 -0.19 0.44 0.06
C -3.57114 -1.72402 -0.14261 -0.11 -0.23 -0.02
C -4.91156 -1.46876 -0.09144 -0.05 0.06 0.01
C -5.33662 -0.14706 0.06446 0.08 0.03 -0.01
C -4.39702 0.84781 0.15521 -0.10 -0.14 0.00
C -3.02000 0.56974 0.10349 0.09 -0.01 0.01
S -1.85566 1.81904 0.15234 0.59 0.02 0.00
H -3.15126 -2.71065 -0.26254 0.07 0.04 0.01
H -5.61448 -2.28408 -0.17210 0.04 -0.03 -0.01
H -6.39123 0.08878 0.10657 0.01 0.01 0.01
H -4.67808 1.88440 0.26570 0.00 0.00 0.01
F 0.22792 -0.43457 -6.09781 0.00 0.00 -0.06
C 0.19944 -0.25986 -4.76119 0.00 0.02 0.13
C 0.68005 -1.26612 -3.94763 0.00 -0.01 -0.12
C 0.63898 -1.07785 -2.57446 -0.04 0.06 0.28
C 0.12952 0.09554 -2.01920 0.41 -0.33 -0.55
C -0.33997 1.08662 -2.87156 -0.03 0.18 0.35
C -0.30904 0.91648 -4.24844 0.02 -0.08 -0.08
H 1.07542 -2.17174 -4.38776 -0.01 0.00 0.00
H 1.00750 -1.87110 -1.93079 0.01 -0.02 -0.04
H -0.74228 2.00549 -2.46585 0.00 -0.01 -0.01
H -0.67468 1.68314 -4.91817 0.00 0.00 -0.01
```
Positions in Å, forces in eV/Å.

Properties
<S²> = 6.185
spin multiplicity = 5
charge = 0
HOMO energy (alpha / beta) = -8.19 / -8.17 eV
energy relative to the best compared isomer or geometry (same formula, charge and spin) = 0.0 kJ/mol



| no. | E_tot (eV) | strongest force on any atom (eV/Å) |
| --- | --- | --- |
| 1 | -106130.2148 | 0.2 |
| 2 | -28840.4526 | 1.5 |
| 3 | -33980.2499 | 0.9 |
| 4 | -95050.4177 | 2.2 |